#A
{
  "formula": "C4H10NS",
  "method": "ωB97M-V/def2-TZVPD",
  "symbols": ["C", "C", "C", "C", "N", "S", "H", "H", "H", "H", "H", "H", "H", "H", "H", "H"],
  "positions_angstrom": [[0.8275, -1.1834, 0.3104], [1.5193, -0.1508, -0.2915], [-2.1038, 0.6060, 0.4537], [-0.8754, 0.6530, -0.4065], [0.3160, 0.1506, 0.3783], [3.1088, 0.4095, 0.0110], [0.3318, -1.8471, -0.3519], [1.0817, -1.6674, 1.2229], [1.1198, -0.1027, -2.2418], [-2.9105, 0.2671, -0.3197], [-1.8273, -0.1810, 1.2038], [-2.5791, 1.5392, 0.8646], [-0.7672, 1.7671, -0.7799], [-1.0666, -0.0098, -1.1999], [0.3510, 0.5222, 1.3543], [3.4741, -0.7724, -0.2079]],
  "mulliken_charge": [-0.190, -0.281, -0.993, -0.303, 0.023, -0.074, 0.191, 0.301, 0.202, 0.265, 0.311, 0.313, 0.270, 0.387, 0.419, 0.158],
  "spin_multiplicity": 1,
  "orbital_gap_ev": [8.4, 8.4],
  "charge": 1,
  "mol_weight_g_mol": 104.2
}

=====

#B
{
  "formula": "C4H10NS",
  "method": "ωB97M-V/def2-TZVPD",
  "symbols": ["C", "C", "C", "C", "N", "S", "H", "H", "H", "H", "H", "H", "H", "H", "H", "H"],
  "positions_angstrom": [[2.6944, -0.2006, -0.3437], [2.1685, 0.6854, 0.7012], [-0.5123, -0.0508, -1.1437], [-2.5731, -0.7669, -0.0101], [-1.5182, 0.1986, -0.3417], [1.1826, -0.7609, 0.3017], [2.8561, 0.1062, -1.3963], [3.6930, -0.5701, 0.1019], [2.6935, 0.6884, 1.7187], [1.8688, 1.6200, 0.3989], [-0.5671, -1.1349, -1.5715], [0.0156, 0.7326, -1.6897], [-2.3628, -1.5850, -0.6772], [-2.4844, -0.9668, 1.0318], [-3.5487, -0.5120, -0.2760], [-1.7465, 1.1550, -0.0343]],
  "mulliken_charge": [-0.306, -0.432, -0.473, -0.734, -0.106, 0.025, 0.298, 0.255, 0.287, 0.290, 0.289, 0.428, 0.255, 0.297, 0.347, 0.280],
  "spin_multiplicity": 1,
  "orbital_gap_ev": 9.8,
  "charge": 1,
  "mol_weight_g_mol": 104.2
}

=====

Which structure loses on stability? #A does.

=====

#A
{
  "formula": "CH2N2O",
  "method": "ωB97M-V/def2-TZVPD",
  "symbols": ["C", "N", "N", "O", "H", "H"],
  "positions_angstrom": [[1.4145, -0.1751, 1.2571], [1.6779, -0.9990, 2.0207], [-0.8237, 0.3300, -0.9220], [0.0472, 1.2001, -0.7207], [-0.4423, -0.6890, -0.9196], [-1.8737, 0.3330, -0.7155]],
  "mulliken_charge": [0.107, -0.260, -0.114, -0.313, 0.296, 0.284],
  "spin_multiplicity": 1,
  "orbital_gap_ev": [10.7, 5.9],
  "charge": 0,
  "mol_weight_g_mol": 58.0
}

=====

#B
{
  "formula": "CH2N2O",
  "method": "ωB97M-V/def2-TZVPD",
  "symbols": ["C", "N", "N", "O", "H", "H"],
  "positions_angstrom": [[-0.6192, 0.1684, -0.0408], [-1.8604, 0.2710, 0.0503], [1.9997, 0.2322, -0.0957], [0.5782, 0.0195, 0.1006], [-2.4901, -0.2327, -0.5552], [2.3919, -0.4585, 0.5408]],
  "mulliken_charge": [0.651, -0.486, -0.484, -0.128, 0.280, 0.167],
  "spin_multiplicity": 1,
  "orbital_gap_ev": 8.5,
  "charge": 0,
  "mol_weight_g_mol": 58.0
}

=====

#C
{
  "formula": "CH2N2O",
  "method": "ωB97M-V/def2-TZVPD",
  "symbols": ["C", "N", "N", "O", "H", "H"],
  "positions_angstrom": [[1.2945, -0.1356, -0.0431], [2.2852, -0.7036, 0.0189], [-0.9397, 0.0134, 0.3209], [0.2735, 0.6921, -0.2311], [-1.5539, 0.8268, 0.2206], [-1.3596, -0.6930, -0.2862]],
  "mulliken_charge": [0.468, -0.357, -0.420, -0.235, 0.273, 0.271],
  "spin_multiplicity": 1,
  "smiles": "N#CON",
  "orbital_gap_ev": 11.3,
  "charge": 0,
  "mol_weight_g_mol": 58.0
}

=====

Which structure loses on stability? #A does.

=====

#A
{
  "formula": "C2H5N2O2P",
  "method": "ωB97M-V/def2-TZVPD",
  "symbols": ["C", "C", "N", "N", "O", "O", "P", "H", "H", "H", "H", "H"],
  "positions_angstrom": [[1.5569, 0.7560, -1.6285], [0.4482, -0.1323, -1.4476], [2.5438, 1.3323, -1.6898], [0.3125, -0.1928, 0.0045], [-1.4133, -1.5787, 1.3561], [-0.9589, 0.6901, 1.9678], [-1.3280, -0.1590, 0.6132], [-0.4708, 0.3266, -1.7870], [0.6408, -1.0893, -1.8355], [0.9209, 0.4095, 0.5612], [-0.5932, -1.6591, 1.7825], [-1.6588, 1.2966, 2.1032]],
  "lowdin_spin": [0.005, 0.054, 0.005, 0.289, 0.199, 0.279, 1.044, 0.032, 0.009, 0.019, 0.013, 0.052],
  "spin_multiplicity": 3,
  "orbital_gap_ev": [5.5, 7.3],
  "charge": 0,
  "mol_weight_g_mol": 120.0
}

=====

#B
{
  "formula": "C2H5N2O2P",
  "method": "ωB97M-V/def2-TZVPD",
  "symbols": ["C", "C", "N", "N", "O", "O", "P", "H", "H", "H", "H", "H"],
  "positions_angstrom": [[-0.5891, 0.9752, -2.7428], [0.0972, 0.5598, -1.1577], [0.4880, -1.2562, 2.4712], [1.3426, -2.1005, 2.6153], [0.1757, 1.4760, -3.4555], [-0.4545, 0.2679, 0.0471], [-0.1249, 0.0465, 1.8870], [0.5687, -0.3057, -1.5934], [0.7196, 1.3448, -0.9891], [-1.7149, 0.7911, -2.9958], [1.4187, -2.3053, 3.6525], [-1.4995, -0.2425, 1.8938]],
  "lowdin_spin": [0.020, 0.005, 0.696, 0.819, 0.012, 0.126, 0.196, 0.001, 0.001, 0.005, 0.079, 0.041],
  "spin_multiplicity": 3,
  "orbital_gap_ev": [8.2, 6.2],
  "charge": 0,
  "mol_weight_g_mol": 120.0
}

=====

Which structure loses on stability? #B does.

=====

#A
{
  "formula": "C5H12",
  "method": "ωB97M-V/def2-TZVPD",
  "symbols": ["C", "C", "H", "H", "H", "H", "C", "C", "C", "H", "H", "H", "H", "H", "H", "H", "H"],
  "positions_angstrom": [[2.2117, -0.1831, -0.1668], [3.3616, 0.4793, -0.2179], [1.4146, 0.0244, -0.8658], [1.9318, -0.6874, 0.7515], [3.5160, 1.2542, -0.9627], [4.2199, 0.2065, 0.3792], [-1.1138, -1.1169, 0.7163], [-1.5305, 0.3275, 0.6055], [-1.9777, 0.6865, -0.7995], [-0.2709, -1.3939, 0.0422], [-0.7826, -1.5562, 1.6556], [-1.7296, -1.8656, 0.2000], [-2.3192, 0.4992, 1.3435], [-0.7238, 0.9991, 0.9124], [-1.9956, 1.7648, -0.9672], [-2.9407, 0.2587, -1.0820], [-1.2713, 0.3029, -1.5443]],
  "mulliken_charge": [-0.345, -0.460, 0.114, 0.193, 0.233, 0.250, -1.178, -0.054, -1.177, 0.184, 0.378, 0.349, 0.291, 0.258, 0.322, 0.351, 0.290],
  "spin_multiplicity": 1,
  "smiles": "C=C.CCC",
  "orbital_gap_ev": 11.2,
  "charge": 0,
  "mol_weight_g_mol": 72.2
}

=====

#B
{
  "formula": "C5H12",
  "method": "ωB97M-V/def2-TZVPD",
  "symbols": ["C", "C", "C", "C", "C", "H", "H", "H", "H", "H", "H", "H", "H", "H", "H", "H", "H"],
  "positions_angstrom": [[0.9500, -0.2841, -0.8733], [0.4965, -0.7438, 0.5139], [-0.8112, -0.1028, 1.0904], [-0.6136, 1.4004, 1.4252], [-0.0275, -0.4006, -2.0372], [1.5407, 0.6103, -0.8164], [1.8803, -0.9070, -1.0263], [1.3730, -0.6974, 1.1810], [0.1775, -1.7921, 0.4517], [-0.8747, -0.5647, 2.0912], [-1.6869, -0.2932, 0.4859], [0.2167, 1.6158, 2.1179], [-0.2519, 1.8151, 0.4665], [-1.5482, 1.7686, 1.8320], [-0.9850, 0.0899, -1.8668], [0.4488, -0.0519, -2.9469], [-0.2845, -1.4626, -2.0887]],
  "mulliken_charge": [-0.495, -0.648, -0.496, -1.085, -1.123, 0.441, 0.306, 0.327, 0.285, 0.304, 0.374, 0.284, 0.271, 0.334, 0.282, 0.347, 0.291],
  "spin_multiplicity": 1,
  "smiles": "CCCCC",
  "orbital_gap_ev": 11.6,
  "charge": 0,
  "mol_weight_g_mol": 72.2
}

=====

Which structure loses on stability? #A does.

=====

#A
{
  "formula": "C5H12",
  "method": "ωB97M-V/def2-TZVPD",
  "symbols": ["C", "C", "C", "C", "C", "H", "H", "H", "H", "H", "H", "H", "H", "H", "H", "H", "H"],
  "positions_angstrom": [[-0.7027, 1.5119, -0.1617], [-0.7017, 0.2230, 0.6250], [1.8964, -0.5666, -1.0494], [-0.1345, 0.1364, 1.8279], [-1.3732, -0.9642, -0.0233], [-1.6546, 2.0417, -0.0355], [-0.5777, 1.3252, -1.2354], [0.1035, 2.1799, 0.1595], [2.7369, 0.1081, -1.2273], [1.1236, -0.3960, -1.8074], [2.2339, -1.6047, -1.0982], [1.4810, -0.3738, -0.0601], [0.3577, 0.9917, 2.2865], [-0.1256, -0.7978, 2.3860], [-1.0021, -1.9091, 0.3878], [-2.4582, -0.9280, 0.1324], [-1.2027, -0.9777, -1.1070]],
  "mulliken_charge": [-1.142, 0.592, -0.860, -0.821, -1.146, 0.357, 0.285, 0.314, 0.295, 0.178, 0.287, 0.147, 0.281, 0.280, 0.315, 0.353, 0.283],
  "spin_multiplicity": 1,
  "smiles": "C=C(C)C.C",
  "orbital_gap_ev": 10.3,
  "charge": 0,
  "mol_weight_g_mol": 72.2
}

=====

#B
{
  "formula": "C5H12",
  "method": "ωB97M-V/def2-TZVPD",
  "symbols": ["C", "C", "H", "H", "H", "H", "C", "C", "C", "H", "H", "H", "H", "H", "H", "H", "H"],
  "positions_angstrom": [[-3.4645, 0.9885, 1.3956], [-4.0200, -0.2432, 1.2828], [-2.9294, 1.4021, 2.2478], [-3.9196, 1.7052, 0.7244], [-3.4746, -1.1466, 1.6004], [-5.0925, -0.3816, 1.1794], [1.7948, -1.4484, -0.3574], [2.0836, -0.3457, -1.3537], [2.3773, 1.0458, -0.6550], [0.9213, -1.1250, 0.2205], [1.3716, -2.3915, -0.7388], [2.6519, -1.7033, 0.2813], [2.9701, -0.5569, -1.9665], [1.2739, -0.0213, -1.9983], [2.6790, 1.7050, -1.4728], [3.3107, 0.9946, -0.0982], [1.4661, 1.5221, -0.2913]],
  "mulliken_charge": [-0.501, -0.460, 0.263, 0.224, 0.232, 0.243, -0.986, -0.307, -1.087, 0.260, 0.321, 0.278, 0.283, 0.266, 0.315, 0.333, 0.323],
  "spin_multiplicity": 1,
  "smiles": "C=C.CCC",
  "orbital_gap_ev": 10.1,
  "charge": 0,
  "mol_weight_g_mol": 72.2
}

=====

Which structure loses on stability? #B does.

=====

#A
{
  "formula": "C4H11N2S",
  "method": "ωB97M-V/def2-TZVPD",
  "symbols": ["C", "C", "S", "N", "H", "H", "H", "H", "H", "H", "C", "C", "N", "H", "H", "H", "H", "H"],
  "positions_angstrom": [[0.2929, 2.5014, 0.3134], [-0.7622, 1.8964, -0.5827], [-0.3089, 0.2734, -1.3102], [1.5702, 2.7310, -0.3430], [0.4977, 1.9019, 1.2055], [-0.0432, 3.4503, 0.7643], [-0.9260, 2.6235, -1.3882], [-1.6988, 1.7676, -0.0285], [1.5406, 3.4329, -1.0725], [1.9200, 1.8850, -0.7806], [-0.0810, -3.4243, -0.3837], [-0.4802, -2.0738, 1.4624], [-0.3172, -3.2635, 1.0527], [0.9859, -3.5559, -0.5594], [-0.5411, -2.6168, -0.9533], [-0.5035, -4.3939, -0.6777], [-0.5815, -1.9037, 2.5352], [-0.5638, -1.2315, 0.7464]],
  "mulliken_charge": [-0.534, -0.626, -0.636, -0.629, 0.230, 0.327, 0.274, 0.256, 0.213, 0.256, -0.546, 0.176, -0.541, 0.206, 0.243, 0.249, 0.276, -0.195],
  "spin_multiplicity": 1,
  "orbital_gap_ev": 6.8,
  "charge": -1,
  "mol_weight_g_mol": 119.2
}

=====

#B
{
  "formula": "C4H11N2S",
  "method": "ωB97M-V/def2-TZVPD",
  "symbols": ["N", "C", "C", "S", "C", "N", "C", "H", "H", "H", "H", "H", "H", "H", "H", "H", "H", "H"],
  "positions_angstrom": [[3.1144, -0.9138, 1.5203], [2.5817, -0.5744, 0.4076], [-2.3575, 0.1625, 1.3456], [-2.6779, 0.3410, -0.4581], [1.2933, 0.1437, 0.4093], [0.7916, 0.7947, -0.7608], [0.7725, -0.0190, -1.9440], [3.6349, -1.7823, 1.5188], [-2.1810, 1.1149, 1.8418], [3.1347, -0.5424, -0.5405], [-1.4335, -0.4038, 1.4683], [-3.1445, -0.4037, 1.8090], [1.0565, 0.4833, 1.4067], [1.1065, -1.0000, 0.0613], [-0.1428, 1.1092, -0.5090], [0.7570, -1.1091, -1.7632], [1.6606, 0.0690, -2.5749], [-0.0813, 0.3122, -2.5315]],
  "mulliken_charge": [-0.741, 0.142, -0.744, -0.722, -0.502, -0.365, -0.902, 0.198, 0.199, 0.380, 0.097, 0.291, 0.383, 0.090, 0.242, 0.295, 0.298, 0.363],
  "spin_multiplicity": 1,
  "orbital_gap_ev": 6.1,
  "charge": -1,
  "mol_weight_g_mol": 119.2
}

=====

Which structure loses on stability? #B does.